C2H2NO3S | ωB97M-V/def2-TZVPD

Positions of all 9 atoms, in Å:
C -2.0407 0.8282 -0.3017
C -0.8542 0.1651 0.1567
N 1.7688 0.8975 -0.2356
O -1.7230 -0.2000 -1.0534
O -2.8097 1.7673 -0.1845
O 3.6803 -0.7372 -0.2330
S 3.1973 0.7066 -0.1839
H 0.3469 0.5002 -0.0041
H -1.0887 -0.4235 1.1311

## Properties
- 2S+1: 1
- Total charge: -1
- F_max: 3.3 eV/Å
- Molar mass: 120.11 g/mol
- Highest occupied orbital energy: -4.56 eV
- Orbital gap: 8.3 eV
- Energy relative to the best compared isomer or geometry (same formula, charge and spin): 299.2 kJ/mol

Mulliken atomic charge list, values in e, 2 entries: C 0.62; C -0.25

***

C2H2NO4 | ωB97M-V/def2-TZVPD

Positions of all 9 atoms, in Å:
O -0.0109 2.1231 -0.4072
C 0.6224 1.0652 -0.1682
O 1.8433 1.0147 0.0415
C -0.1054 -0.1826 -0.4320
N -0.6136 -0.8974 0.7603
O 0.1788 -0.9653 1.7243
O -1.7245 -1.4504 0.6663
H -0.8900 0.0157 -1.1075
H 0.7000 -0.7231 -1.0775

## Properties
- 2S+1: 1
- Total charge: -1
- F_max: 3.8 eV/Å
- Molar mass: 104.04 g/mol
- Highest occupied orbital energy: -4.25 eV
- Orbital gap: 7.8 eV
- Energy relative to the best compared isomer or geometry (same formula, charge and spin): 420.2 kJ/mol
- SMILES string: O=C([O-])C[N+](=O)[O-]

Mulliken atomic charge list, values in e, 2 entries: O -0.73; C 0.53

***

C2H2NO4P | ωB97M-V/def2-TZVPD

Positions of all 10 atoms, in Å:
C -2.4266 0.5524 -0.0869
C -1.5272 -0.4499 0.1566
N -3.3564 1.2893 0.0399
O 2.6029 0.8473 0.2562
O 1.2600 -0.3899 -1.7002
O 1.3516 -1.2165 0.6881
O 0.0745 1.0287 0.2550
P 1.3256 0.1364 -0.2490
H 1.7315 -0.6910 1.3274
H -1.0358 -1.1069 -0.6870

## Properties
- 2S+1: 1
- Total charge: -2
- F_max: 4.2 eV/Å
- Molar mass: 135.02 g/mol
- Highest occupied orbital energy (alpha / beta): -0.48 / -0.48 eV
- Orbital gap (alpha / beta): 7.6 / 7.6 eV
- Energy relative to the best compared isomer or geometry (same formula, charge and spin): 244.0 kJ/mol

Mulliken atomic charge list, values in e, 2 entries: C 0.55; C -0.42

***

C2H2NOP | ωB97M-V/def2-TZVPD

Positions of all 7 atoms, in Å:
C 0.6240 -0.4497 -0.0518
C -0.8212 -0.2252 0.0006
N 1.6742 0.3136 0.0509
O -1.4550 1.0608 0.0308
P -2.4530 -0.4156 -0.0087
H 0.8073 -1.6013 0.0741
H 1.6236 1.3174 -0.0960

## Properties
- <S²>: 2.0286
- 2S+1: 3
- Total charge: 0
- F_max: 6.4 eV/Å
- Molar mass: 87.02 g/mol
- Highest occupied orbital energy (alpha / beta): -7.58 / -9.80 eV
- Orbital gap (alpha / beta): 7.3 / 7.9 eV
- Energy relative to the best compared isomer or geometry (same formula, charge and spin): 0.0 kJ/mol

Mulliken atomic charge list, values in e, 2 entries: C 0.13; C 0.39

***

C2H2NOS2 | ωB97M-V/def2-TZVPD

Positions of all 8 atoms, in Å:
C -0.4566 -0.4776 -0.2504
C 1.8958 0.3098 -0.0621
N 0.6788 0.4505 -0.0649
O -0.5340 -1.4246 0.4717
S 3.4871 0.4260 -0.1265
S -2.5218 0.3900 0.2310
H -0.6878 -0.4490 -1.3612
H -1.8615 0.7749 1.1626

## Properties
- 2S+1: 1
- Total charge: -1
- F_max: 5.1 eV/Å
- Molar mass: 120.18 g/mol
- Highest occupied orbital energy: -3.41 eV
- Orbital gap: 6.5 eV
- Energy relative to the best compared isomer or geometry (same formula, charge and spin): 186.6 kJ/mol

Mulliken atomic charge list, values in e, 2 entries: C 0.09; C 0.35

***

C2H2O | ωB97M-V/def2-TZVPD

Positions of all 5 atoms, in Å:
C -0.5690 -0.0021 0.0700
C 0.7365 -0.0262 -0.0395
O 1.8814 0.0108 0.0492
H -1.0572 -0.8917 -0.0620
H -0.9917 0.9092 -0.0178

## Properties
- 2S+1: 1
- Total charge: 0
- F_max: 3.2 eV/Å
- Molar mass: 42.04 g/mol
- Highest occupied orbital energy: -9.38 eV
- Orbital gap: 10.3 eV
- Energy relative to the best compared isomer or geometry (same formula, charge and spin): 0.0 kJ/mol
- SMILES string: C=C=O

Mulliken atomic charge list, values in e, 2 entries: C -0.95; C 0.71

***

C2H2O2 | ωB97M-V/def2-TZVPD

Positions of all 6 atoms, in Å:
C -0.0068 -0.2062 0.1156
C -0.7243 0.7199 -0.3402
O 0.9978 -0.7576 0.5249
O 1.8592 -2.0105 0.9273
H -1.8096 0.7487 -0.3020
H -0.3163 1.5056 -0.9256

## Properties
- 2S+1: 1
- Total charge: 0
- F_max: 6.5 eV/Å
- Molar mass: 58.04 g/mol
- Highest occupied orbital energy (alpha / beta): -9.81 / -9.81 eV
- Orbital gap (alpha / beta): 8.9 / 8.9 eV
- Energy relative to the best compared isomer or geometry (same formula, charge and spin): 607.7 kJ/mol

Mulliken atomic charge list, values in e, 2 entries: C 0.76; C -0.76

***

C2H2O2 | ωB97M-V/def2-TZVPD

Positions of all 6 atoms, in Å:
C -0.3486 1.7324 0.8728
C 0.1019 -1.3148 -0.8918
O -1.3328 1.6690 1.4685
O 0.6970 1.6677 0.3834
H 1.2541 -1.5229 -0.6939
H -0.3715 -2.2314 -1.1390

## Properties
- 2S+1: 1
- Total charge: 0
- F_max: 2.9 eV/Å
- Molar mass: 58.04 g/mol
- Highest occupied orbital energy (alpha / beta): -9.90 / -9.91 eV
- Orbital gap (alpha / beta): 8.9 / 8.9 eV
- Energy relative to the best compared isomer or geometry (same formula, charge and spin): 272.8 kJ/mol

Mulliken atomic charge list, values in e, 2 entries: C 0.69; C -0.44

***

C2H2O2P | ωB97M-V/def2-TZVPD

Positions of all 7 atoms, in Å:
C 0.7621 1.1266 0.0575
C 0.3996 -0.6842 1.1692
O 2.1744 -0.9878 -0.9482
O 3.0550 0.0909 1.1685
P 1.9366 -0.1541 0.2618
H 0.0673 0.8225 -0.6843
H -0.3894 -1.2088 0.6610

## Properties
- 2S+1: 1
- Total charge: -1
- F_max: 4.0 eV/Å
- Molar mass: 89.01 g/mol
- Highest occupied orbital energy (alpha / beta): -4.51 / -4.51 eV
- Orbital gap (alpha / beta): 6.9 / 6.9 eV
- Energy relative to the best compared isomer or geometry (same formula, charge and spin): 467.1 kJ/mol

Mulliken atomic charge list, values in e, 2 entries: C -0.49; C -0.47

***

C2H2O2S2 | ωB97M-V/def2-TZVPD

Positions of all 8 atoms, in Å:
C -0.8904 -0.0659 -0.0757
C 0.6339 -0.7240 -0.3084
O -2.4516 1.8324 0.9106
O 3.0681 -0.4920 -0.3295
S -1.0121 1.4520 0.6562
S 1.8609 0.2912 -0.0378
H -1.7618 -0.5097 -0.3631
H 0.5530 -1.7840 -0.4523

## Properties
- 2S+1: 1
- Total charge: 0
- F_max: 6.4 eV/Å
- Molar mass: 122.17 g/mol
- Highest occupied orbital energy (alpha / beta): -9.17 / -9.17 eV
- Orbital gap (alpha / beta): 7.4 / 7.4 eV
- Energy relative to the best compared isomer or geometry (same formula, charge and spin): 350.9 kJ/mol

Mulliken atomic charge list, values in e, 2 entries: C -0.30; C -0.13